Entry from the Open Molecules 2025 dataset: C7H10O2 in the gas phase in a non-equilibrium geometry (ωB97M-V/def2-TZVPD).

Element x y z (Å)
C 2.02 -1.14 0.04
C 1.26 -0.33 0.80
C 0.22 0.68 0.35
C -1.06 0.58 1.12
C -1.38 -1.19 -0.44
C -0.35 0.70 -1.05
C 0.73 1.65 -0.73
H 1.95 -1.15 -1.02
H 2.58 -1.96 0.53
H 1.39 -0.43 1.88
H -0.91 0.20 2.16
H -1.77 1.47 1.29
H -2.22 -1.62 -1.01
H -0.85 -1.95 0.06
H -1.32 1.19 -1.13
H 0.39 2.72 -0.64
H 1.74 1.50 -1.11
O -1.97 -0.29 0.42
O -0.48 -0.63 -1.52

Summary:
- SMILES = C=C[C@]12COCO[C@@H]1C2
- total charge = 0
- energy relative to the best compared isomer or geometry (same formula, charge and spin) (kcal per mole) = 98.5
- HOMO-LUMO gap (eV) = 9.696
- F_max (eV/Å) = 3.215
- multiplicity = 1
- DFT total energy (Eh) = -423.0430
- HOMO (eV) = -8.73

Atomic partial charges in e from the Mulliken method, atoms 1 to 6:
1. C -0.821
2. C -0.498
3. C 0.919
4. C -0.773
5. C -0.281
6. C -0.133